The following is a DFT calculation (ωB97M-V/def2-TZVPD) of a structure of composition C39H109FeN6O16 at a distorted geometry.

Cartesian coordinates (Å):
Fe (-0.10556, 0.35651, 25.43713)
C (-0.39405, -2.17382, 21.29192)
C (-0.76050, -2.83709, 22.63950)
C (-0.61365, -4.33470, 22.35586)
C (0.79431, -4.93204, 22.43852)
C (1.60760, -4.42693, 23.60039)
C (1.53054, -2.92871, 23.88245)
N (0.14496, -2.49001, 23.74098)
O (-0.07208, -1.21515, 24.21580)
C (2.47990, -2.21362, 22.89167)
C (2.10609, -2.72058, 25.28996)
C (-2.19998, -2.54910, 23.02295)
H (0.57830, -2.49215, 20.91408)
H (-0.17601, -1.12705, 21.53884)
H (-1.13564, -2.26418, 20.50141)
H (-1.08095, -4.61752, 21.41454)
H (-1.11776, -4.84728, 23.18807)
H (1.30491, -4.86678, 21.46605)
H (0.68617, -6.01805, 22.41436)
H (2.65027, -4.74213, 23.45092)
H (1.40651, -5.08824, 24.45447)
H (3.53365, -2.34435, 23.12370)
H (2.17845, -1.17282, 22.77404)
H (2.24014, -2.62984, 21.91099)
H (1.92358, -1.72300, 25.68212)
H (3.16944, -2.96030, 25.22209)
H (1.76077, -3.48340, 25.99730)
H (-2.40863, -3.05026, 23.96985)
H (-2.84699, -2.76969, 22.17546)
H (-2.37349, -1.49253, 23.24261)
C (0.97864, -1.92410, 17.57817)
O (0.40944, -3.22878, 17.71840)
H (0.94457, -1.59023, 16.54103)
H (0.42604, -1.25952, 18.24138)
H (2.01901, -2.00378, 17.90638)
H (1.11582, -3.88927, 17.75206)
C (2.06201, 0.22122, 20.23984)
O (2.75163, 0.90634, 21.29373)
H (2.11400, 0.82315, 19.33680)
H (2.35731, -0.82580, 20.18493)
H (0.98390, 0.20646, 20.44134)
H (2.42255, 0.53291, 22.11593)
C (-4.05502, -0.19494, 20.85608)
O (-4.83402, -0.24797, 22.06417)
H (-4.48674, 0.40078, 20.05346)
H (-3.11947, 0.23059, 21.22460)
H (-3.83562, -1.20980, 20.51997)
H (-5.45925, -0.96558, 21.91475)
C (-0.40718, -6.27251, 19.13863)
O (0.56414, -6.87273, 18.30768)
H (-0.60718, -6.92236, 20.00484)
H (-0.00390, -5.33696, 19.52849)
H (-1.43068, -6.16685, 18.77366)
H (1.38282, -6.36867, 18.31638)
C (-4.44809, -4.16508, 19.27640)
O (-5.58341, -3.57054, 19.86654)
H (-4.49927, -4.12076, 18.18000)
H (-3.48985, -3.67804, 19.45602)
H (-4.36922, -5.22898, 19.51550)
H (-6.36911, -4.06424, 19.62236)
C (3.32563, -4.53363, 19.32470)
O (2.71636, -4.78744, 18.04530)
H (3.33130, -5.41797, 19.96025)
H (4.37463, -4.28678, 19.14189)
H (2.90769, -3.66149, 19.82993)
H (3.41937, -4.55175, 17.43450)
C (-0.52005, -5.82934, 27.00721)
C (0.48709, -6.94003, 27.33217)
C (1.64061, -6.44229, 28.14385)
O (1.20275, -5.82667, 29.35093)
C (2.22904, -5.12372, 30.00952)
N (-0.22795, -8.02584, 27.99646)
H (-0.83653, -5.34686, 27.93476)
H (-1.37601, -5.98790, 26.35403)
H (0.01955, -5.01324, 26.49519)
H (0.82507, -7.38063, 26.39061)
H (2.32046, -5.76415, 27.61104)
H (2.39248, -7.17929, 28.46268)
H (2.10948, -5.11953, 31.09384)
H (2.14903, -4.08621, 29.66386)
H (3.21579, -5.56990, 29.84988)
H (-1.09792, -8.29991, 27.56063)
H (-0.48993, -7.88210, 28.96370)
C (-2.68282, -9.31867, 23.36781)
C (-1.30773, -9.46511, 22.75868)
C (-0.20631, -8.67805, 23.50104)
O (1.01407, -8.98963, 22.86136)
C (2.12134, -8.31018, 23.41664)
N (-0.92832, -10.89501, 22.70594)
H (-3.29748, -10.14109, 22.98240)
H (-3.34216, -8.48419, 23.12444)
H (-2.70054, -9.50588, 24.44518)
H (-1.30730, -9.18654, 21.70294)
H (-0.15127, -8.86877, 24.58029)
H (-0.40120, -7.60403, 23.35263)
H (3.04143, -8.80879, 23.11378)
H (2.00885, -8.17244, 24.49291)
H (2.18759, -7.34274, 22.90050)
H (0.00479, -10.82131, 22.30099)
H (-0.68145, -11.21173, 23.64440)
C (-4.34156, 0.60096, 25.61622)
C (-3.33947, 0.05032, 26.61573)
C (-3.91131, -1.06378, 27.48032)
O (-4.19386, -2.12499, 26.59478)
C (-4.74599, -3.25017, 27.29342)
N (-2.13437, -0.33331, 25.81248)
H (-5.22477, 0.98211, 26.13334)
H (-4.56866, -0.13956, 24.84816)
H (-3.97898, 1.47701, 25.06937)
H (-3.10987, 0.93528, 27.22017)
H (-4.83592, -0.71397, 27.94649)
H (-3.13499, -1.36478, 28.19870)
H (-3.92614, -3.54034, 27.96102)
H (-4.88064, -4.04999, 26.57191)
H (-5.64972, -3.01016, 27.85238)
H (-1.95709, -1.22999, 26.27428)
H (-2.43444, -0.66142, 24.89637)
C (8.92626, -1.31589, 24.19131)
C (7.48794, -1.53634, 24.61053)
C (6.47249, -0.82726, 23.72554)
O (6.87365, 0.52023, 23.50688)
C (5.81407, 1.41730, 23.25911)
N (7.20044, -2.95953, 24.77186)
H (9.32592, -1.84422, 23.31952)
H (9.61183, -1.71796, 24.94561)
H (9.21623, -0.26973, 24.08958)
H (7.41076, -0.98962, 25.55712)
H (5.47406, -0.85984, 24.18072)
H (6.41177, -1.23541, 22.70419)
H (5.42579, 1.24375, 22.25332)
H (6.27235, 2.40518, 23.33968)
H (5.04511, 1.44991, 24.04141)
H (6.61314, -3.15612, 25.58094)
H (6.75616, -3.31667, 23.93676)
C (5.56498, -5.83166, 24.16321)
C (5.47275, -6.20429, 25.62818)
C (4.72491, -5.25337, 26.54781)
O (5.50260, -4.07661, 26.73673)
C (4.87978, -3.15419, 27.61303)
N (4.93848, -7.55529, 25.84873)
H (6.59251, -5.91033, 23.81290)
H (5.24626, -4.81032, 23.93647)
H (4.91684, -6.43898, 23.52368)
H (6.50640, -6.20812, 25.99603)
H (4.59060, -5.72801, 27.52496)
H (3.72273, -5.10400, 26.12452)
H (4.77525, -2.20589, 27.07013)
H (5.48253, -2.88337, 28.48246)
H (3.89043, -3.52003, 27.89058)
H (5.13893, -8.18036, 25.07409)
H (5.47542, -8.00438, 26.58453)
C (0.05167, -0.01191, 28.49807)
C (0.01218, 1.47500, 28.22785)
O (-0.61874, 1.84883, 26.99030)
O (0.31858, -0.82514, 27.34319)
H (-0.91606, -0.38225, 28.86899)
H (0.61263, -0.39714, 29.35218)
H (1.02819, 1.86262, 28.11260)
H (-0.44789, 1.98103, 29.07519)
H (-1.16035, 2.63925, 26.96756)
H (1.07428, -1.41156, 27.45555)
C (0.38858, 3.07470, 22.30157)
C (-0.46904, 1.93348, 22.81982)
O (-0.78168, 2.00940, 24.23112)
O (-0.46628, 4.17003, 21.98580)
H (0.98766, 2.82369, 21.42902)
H (1.14036, 3.38709, 23.03726)
H (-0.01769, 0.96892, 22.57317)
H (-1.41611, 1.87982, 22.27948)
H (-1.23575, 2.83306, 24.42614)
H (-0.83989, 4.59066, 22.76378)

Forces on the atoms, in the same order (eV/Å):
Fe -1.1117 -1.9241 -1.0697
C 0.7807 1.3699 0.8635
C 1.1306 -0.6461 -1.4909
C 0.0493 -0.9631 1.7409
C -0.2315 0.0702 -1.8624
C 0.7044 -1.5208 0.1841
C 0.4382 -0.1343 -0.3215
N -0.4375 -0.5520 1.3677
O 0.3998 2.2373 0.5360
C -1.0972 -0.1857 -0.6745
C -0.1453 -0.7544 0.0826
C 0.3765 0.7843 0.3555
H -0.2460 -0.5528 -0.1310
H -0.5718 0.2042 -0.3342
H -0.1113 -0.0008 0.1053
H -0.1768 0.1231 0.0376
H -0.4522 -0.0240 -0.2463
H 0.2032 0.8714 0.1209
H -0.1258 -0.0083 0.6868
H 0.1397 0.5316 -0.2847
H -0.6890 0.6460 0.3545
H 0.0240 0.1636 -0.0275
H 0.3066 0.1474 0.4888
H 0.5238 -0.1352 -0.0624
H 0.2882 0.1017 -0.1532
H 0.1240 0.5177 0.0264
H -0.5412 0.2306 0.0088
H -0.4040 -0.4280 -0.3059
H -0.2349 -0.4914 0.3085
H 0.2323 0.0903 -0.3719
C 0.1739 -1.2775 0.3479
O -0.4212 0.2729 -0.0029
H -0.0608 0.1531 0.0274
H 0.0560 0.2209 -0.1355
H 0.0929 0.5316 -0.0594
H 0.0087 0.2043 -0.1382
C -0.9560 0.4905 0.7501
O -0.1918 -0.0040 -0.3529
H 0.7174 -0.3564 -0.1945
H 0.3545 0.1191 -0.5167
H -0.0117 -0.0481 0.1263
H 0.1994 0.0042 0.0851
C 0.6333 -0.2117 1.2097
O -0.3305 -0.2653 -0.7083
H -0.1464 0.0455 0.1106
H 0.1537 0.1919 -0.6109
H -0.0637 0.0648 -0.2597
H -0.1987 0.1044 0.2668
C 0.4155 -0.3756 1.4676
O -0.5919 -0.3755 -0.4861
H 0.4470 -0.0329 0.1575
H -0.4803 0.2624 -0.0705
H 0.4039 0.3369 -1.0900
H -0.1811 0.1887 -0.0582
C -0.0066 -0.8356 -1.5143
O 0.4454 0.6176 0.5435
H -0.2468 -0.0224 -0.0002
H -0.3437 0.3451 0.8513
H 0.1420 0.0619 0.2841
H 0.0848 -0.0929 -0.1075
C 0.8917 0.2295 -0.1761
O 0.3930 0.1227 0.6423
H -0.3981 -0.0135 -0.0230
H 0.0365 -0.0302 0.1996
H -0.4179 -0.1829 -0.0235
H -0.3806 -0.2215 -0.5207
C 1.2866 2.0731 -0.0674
C -2.2473 -0.5885 -0.3991
C 1.6255 0.2857 0.9458
O -0.5168 -0.2607 0.2004
C -0.2109 0.1903 -0.0391
N 0.1472 -1.1195 0.7709
H -0.2891 -0.3078 0.0559
H 0.0360 -0.8823 0.1643
H -0.0052 -0.0409 -0.0755
H 0.4798 0.2268 0.0506
H -0.7344 0.4140 -0.4583
H -0.5823 -0.7769 -0.3628
H -0.4850 -0.1521 -0.0565
H 0.6544 0.0892 0.0398
H 0.0406 0.1810 -0.3381
H 0.1887 0.2022 -0.5159
H 0.4614 0.4875 0.0568
C -1.2286 -1.0334 0.0175
C 0.4662 -0.4337 0.5815
C -0.4988 0.7464 -1.1627
O 0.2618 -0.4563 0.3677
C -0.2289 0.5698 -1.0327
N 0.6145 0.3799 0.1192
H 0.2813 -0.1675 -0.0777
H 0.7641 0.6208 0.0786
H 0.2371 0.3310 0.0666
H -0.0565 0.4584 0.1077
H -0.1478 -0.3050 -0.0138
H -0.0868 0.0679 0.2899
H -0.0949 -0.4240 0.4224
H 0.3358 -0.1055 0.0479
H 0.0328 0.2700 0.4870
H -0.0963 -0.5340 -0.3236
H -0.4510 -0.0261 0.1352
C -0.5257 0.2834 -0.1894
C -0.2907 1.9673 -1.2503
C 0.4685 0.0835 -1.2806
O -0.6605 -0.1458 0.1614
C 1.5519 0.3037 -0.1526
N -0.6602 -1.4691 1.5752
H -0.2402 -0.4145 -0.1407
H -0.4089 -0.0129 0.1671
H 0.4357 -0.1011 0.1237
H 0.3784 -0.4266 0.4784
H 0.1736 0.0322 0.3943
H -0.3014 -0.1039 0.3569
H -0.4732 -0.4639 0.4159
H -0.2912 0.0823 -0.0376
H -0.0852 0.0301 -0.1072
H 0.9145 -0.0954 -0.5286
H -0.1518 0.2028 0.0187
C 1.5708 -0.1056 0.0202
C 0.2819 0.3646 -0.1292
C 0.1623 0.5372 -1.0645
O -0.1993 0.0236 1.0625
C 0.8699 0.4609 -0.0020
N -0.0522 0.5083 0.2272
H -0.8410 0.0148 -0.3955
H -0.3901 0.0497 0.3758
H -0.3648 0.0765 -0.0915
H -0.1225 -0.4348 0.2714
H 0.0055 -0.0756 0.0729
H -0.1172 -0.6725 0.2389
H -0.4506 0.1804 0.1255
H -0.0459 0.0470 -0.4547
H -0.1846 -0.6215 -0.1114
H 0.1608 -0.0560 -0.5503
H 0.0034 -0.1000 0.0277
C -0.4963 0.3789 -0.6624
C 1.2100 -0.4639 0.7436
C 0.3134 -0.4343 -0.1390
O -0.6689 -0.2682 0.2619
C -0.0710 0.7214 -0.5937
N -0.0637 -0.5452 -0.1155
H -0.0510 -0.1458 -0.0928
H 0.0289 0.0932 0.3601
H 0.0641 -0.2507 0.1668
H -0.0010 0.3097 0.0390
H -0.0035 -0.1745 -0.0271
H 0.0255 0.5511 0.0102
H -0.2653 -0.0425 -0.0324
H 0.0932 -0.6247 0.1207
H 0.0211 0.1481 0.2754
H -0.1813 0.3616 -0.3451
H -0.2676 0.2136 0.3283
C -1.8042 -1.8523 0.4494
C 1.2316 1.0089 0.3308
O 0.2824 -1.3138 -0.2901
O 0.2203 0.9077 -0.3844
H -0.4071 0.5391 -0.5181
H 0.9354 1.0302 -0.1581
H 0.0930 -0.0834 0.3607
H -0.0724 -0.0670 0.0031
H 0.0449 0.0439 0.5892
H 0.0750 0.0893 0.0555
C -0.5498 0.6245 0.8283
C 0.0504 -0.4778 -1.1283
O 0.7801 -0.2830 -0.3085
O 0.1937 0.1738 -0.5743
H -0.4610 -0.1819 -0.2446
H -0.0849 -0.1958 0.2141
H 0.2155 -0.0796 0.8442
H -0.0136 0.4063 -0.0829
H -0.0836 -0.0252 -0.0658
H 0.2280 -0.0109 0.1186

Values from the calculation:
E_HOMO (spin up / spin down): -9.49 / -9.30 eV
calculated total energy: -4346.83006 Eh
E_LUMO (spin up / spin down): -0.113 / -0.115 hartree
2S+1: 5
charge: +1

Atomic partial charges in e from the Mulliken method, atoms 1 to 5:
1. Fe 0.39
2. C 0.00
3. C 2.33
4. C -2.25
5. C 0.79